Formula: C25H59N3O8Si2
Source: the Open Molecules 2025 dataset
Level of theory: ωB97M-V with the def2-TZVPD basis set

Computed properties:
Kohn-Sham gap: 0.3334 Ha
E_tot: -2333.09412 a.u.
total charge: 0

XYZ file:
```
97
Properties=species:S:1:pos:R:3:forces:R:3:lowdin_charge:R:1
C -1.69328 3.81847 -1.46579 -0.046 0.288 -0.481 -0.05
C -1.99520 4.08184 -2.93615 -0.051 0.410 0.714 -0.20
O -0.79328 4.09621 -3.72065 -0.229 -0.553 -0.705 -0.02
C -0.52870 2.95928 -4.39905 -0.596 -1.802 0.595 -0.47
O -1.06223 1.87440 -4.15513 0.770 2.144 -0.433 0.09
C 0.54190 3.17905 -5.44591 -0.765 -0.183 0.391 -0.09
C 0.65259 2.03958 -6.45374 0.751 0.308 -0.376 -0.22
C 2.06010 1.38863 -6.45878 -0.568 -0.497 0.086 -0.24
Si 2.01517 -0.47435 -6.25107 -0.029 0.296 -0.280 0.48
C 3.62527 -1.22843 -5.65737 -0.533 -0.140 0.366 -0.26
C 3.89496 -1.04101 -4.15918 -0.072 0.133 -0.125 -0.26
C 3.76695 0.39821 -3.68348 0.621 0.065 -0.099 -0.20
C 4.40917 0.66017 -2.30687 0.048 -0.274 -0.008 -0.16
N 3.46077 0.95750 -1.23872 -0.935 0.424 -0.406 -0.11
C 2.44912 -0.08290 -1.06409 0.378 0.333 0.268 -0.06
C 2.98280 2.28502 -1.28665 1.088 0.821 0.224 -0.46
C 1.52108 2.57954 -1.53500 -0.011 -0.141 0.735 0.01
O 3.76293 3.22251 -1.15786 -0.652 -0.928 -0.421 0.06
O 0.74276 -0.92322 -5.26002 0.552 -0.422 -0.298 -0.44
Si 0.24446 -2.50396 -5.31169 -0.381 0.072 0.383 0.52
H -2.29860 4.47075 -0.84920 -0.313 -0.079 0.219 0.07
H -0.66734 4.11148 -1.28253 0.159 -0.080 0.114 0.05
H -1.85183 2.78309 -1.20293 0.088 -0.238 0.175 0.08
H -2.40703 5.07807 -3.03714 0.054 0.264 -0.154 0.12
H -2.71721 3.39017 -3.34564 0.026 -0.310 -0.147 0.12
H 0.31438 4.12582 -5.92132 0.035 0.219 -0.105 0.12
H 1.46326 3.33128 -4.89288 0.277 0.064 0.065 0.11
H 0.50198 2.47208 -7.43608 -0.177 0.019 -0.232 0.10
H -0.13261 1.30939 -6.31534 -0.203 -0.107 0.291 0.09
H 2.69118 1.85478 -5.71578 0.218 0.098 0.123 0.05
H 2.52821 1.54550 -7.42601 0.252 0.089 -0.159 0.07
H 1.71356 -1.03837 -7.59540 0.000 -0.040 0.004 0.02
H 4.45457 -0.88040 -6.26771 0.151 0.232 -0.084 0.08
H 3.55000 -2.29843 -5.84149 0.028 -0.211 -0.198 0.06
H 3.21681 -1.66964 -3.58658 -0.124 -0.173 0.116 0.10
H 4.90084 -1.38813 -3.94112 0.215 -0.111 0.118 0.11
H 2.73115 0.72357 -3.70397 -0.273 0.058 0.084 0.09
H 4.29091 1.01436 -4.41120 0.050 0.212 -0.121 0.11
H 5.11455 1.47453 -2.38240 0.098 0.252 0.173 0.12
H 4.97008 -0.22358 -2.01795 0.166 -0.172 0.151 0.12
H 1.77727 -0.19537 -1.91085 -0.095 -0.211 -0.234 0.08
H 2.96972 -1.00893 -0.85433 0.040 -0.297 -0.105 0.10
H 1.86519 0.15412 -0.18448 -0.212 -0.004 0.154 0.07
H 0.84563 1.74423 -1.41667 -0.086 -0.171 -0.101 0.07
H 1.22693 3.34795 -0.83067 -0.005 0.168 0.102 0.08
H 1.39035 3.00093 -2.52357 0.184 0.030 -0.253 0.07
H 1.16664 -3.32938 -6.11942 0.069 0.044 -0.070 -0.06
H -1.11242 -2.60068 -5.87996 -0.002 0.043 -0.058 -0.06
H 0.21982 -3.06612 -3.94655 0.030 0.053 0.049 -0.07
C 0.28678 -1.36673 4.08315 0.201 0.062 0.135 -0.11
O 1.65669 -1.04334 3.92358 -0.197 0.040 -0.023 -0.18
C 1.95506 -0.23222 2.79834 0.277 -0.046 -0.079 -0.23
C 2.29011 1.19249 3.18648 -0.146 0.075 0.070 -0.21
N 1.11585 1.91429 3.65961 0.070 -0.049 0.173 -0.05
C 1.38814 3.19230 4.31663 -0.127 -0.061 -0.168 -0.20
C 2.31206 3.22990 5.53037 0.062 0.185 0.025 -0.23
O 1.77916 2.65616 6.70822 -0.014 -0.089 -0.030 -0.18
C 1.83795 1.24428 6.77994 -0.079 0.120 0.154 -0.10
H 0.21828 -2.18458 4.79450 0.027 -0.039 -0.003 0.09
H -0.28934 -0.52255 4.48132 -0.081 -0.022 -0.080 0.08
H -0.15703 -1.68799 3.13955 -0.037 0.017 -0.045 0.07
H 1.13935 -0.25812 2.06787 -0.091 0.029 0.072 0.11
H 2.83943 -0.66872 2.32509 -0.012 0.000 -0.037 0.12
H 2.69282 1.70908 2.30871 0.041 0.020 0.011 0.12
H 3.08721 1.14346 3.93879 0.081 -0.018 -0.059 0.10
H 0.60171 1.32631 4.30024 -0.006 -0.045 0.017 0.06
H 0.42432 3.60030 4.62932 0.003 0.052 -0.014 0.12
H 1.79190 3.87767 3.56378 0.059 0.006 0.021 0.12
H 2.46897 4.28363 5.77264 0.003 0.002 0.007 0.12
H 3.30350 2.81220 5.31734 -0.043 -0.119 -0.033 0.11
H 2.74897 0.85125 6.32258 -0.010 -0.027 -0.080 0.09
H 0.96247 0.78105 6.31675 0.074 -0.090 -0.081 0.07
H 1.83575 0.97198 7.83539 0.010 0.029 0.001 0.09
C -5.54519 -5.20054 1.16709 0.075 0.072 -0.060 -0.11
O -5.52043 -3.78777 1.18312 0.003 -0.135 0.070 -0.19
C -6.48159 -3.17793 2.03359 -0.079 0.194 -0.067 -0.22
C -5.84975 -2.58473 3.27540 0.100 -0.127 0.077 -0.22
N -5.37196 -3.61488 4.18808 0.193 0.059 -0.102 -0.05
C -4.50463 -3.14376 5.26675 -0.183 -0.127 -0.023 -0.20
C -3.22640 -2.38399 4.92432 0.080 0.111 0.192 -0.23
O -2.19696 -3.16511 4.34554 -0.127 -0.016 -0.116 -0.20
C -2.35323 -3.44574 2.96659 0.173 -0.104 0.123 -0.10
H -4.96586 -5.52567 0.30458 0.008 0.026 -0.011 0.09
H -5.09052 -5.63537 2.06431 -0.077 -0.038 0.026 0.07
H -6.56545 -5.58035 1.06619 -0.014 -0.024 0.026 0.09
H -7.27549 -3.88439 2.29365 0.047 -0.058 0.062 0.12
H -6.93448 -2.36402 1.46169 -0.022 -0.009 -0.007 0.12
H -6.59932 -1.97682 3.79138 0.010 0.030 0.015 0.12
H -5.04900 -1.91291 2.94058 -0.051 0.079 -0.028 0.10
H -4.87668 -4.32051 3.66184 0.000 -0.026 -0.044 0.07
H -4.21536 -4.02152 5.84864 -0.006 0.017 0.053 0.12
H -5.10524 -2.51079 5.92851 0.029 0.054 -0.006 0.12
H -2.81242 -2.02463 5.86999 0.008 -0.001 -0.002 0.12
H -3.41619 -1.49260 4.31366 -0.055 -0.068 -0.106 0.11
H -2.80232 -2.60749 2.42826 -0.081 -0.009 -0.010 0.09
H -2.94509 -4.35026 2.80637 -0.096 0.059 -0.091 0.07
H -1.35988 -3.62992 2.55606 0.009 0.011 0.027 0.08
```
Forces are in eV/Å.

=====

Formula: C25H59N8O9Y
Source: the Open Molecules 2025 dataset
Level of theory: ωB97M-V with the def2-TZVPD basis set

Computed properties:
Kohn-Sham gap: 0.2367 Ha
E_tot: -2141.12820 a.u.
total charge: +2

XYZ file:
```
102
Properties=species:S:1:pos:R:3:forces:R:3:lowdin_charge:R:1
Y 11.36775 3.27747 -9.96528 1.825 3.370 -5.543 1.87
C 12.18813 6.16984 -12.06235 -0.598 -0.943 1.076 -0.22
O 11.77452 4.86024 -11.65278 -0.421 -0.790 1.450 -0.44
H 11.42286 6.93936 -11.96081 -0.915 -0.148 -0.309 0.05
H 12.91064 6.64578 -11.39936 0.871 -0.498 -0.016 0.05
H 12.52199 6.14726 -13.09970 0.267 0.065 -0.013 0.06
C 8.25089 5.02404 -12.62202 0.347 -1.407 -0.734 0.04
C 8.64380 3.53794 -12.49037 1.446 2.929 5.167 -0.51
O 9.22813 3.10469 -11.42565 0.378 0.182 -0.107 -0.15
N 8.26957 2.75849 -13.39902 -1.550 -2.318 -3.196 0.05
C 8.42331 1.28794 -13.35520 0.949 1.166 0.419 0.01
H 7.52337 5.32179 -11.86692 0.303 -0.132 0.176 0.10
H 7.74478 5.07468 -13.58607 0.049 0.657 -0.033 0.08
H 9.15089 5.63894 -12.62349 -0.172 -0.007 0.143 0.06
H 7.89253 3.23606 -14.20517 -0.262 -0.578 -0.116 0.15
H 8.03774 0.94362 -12.39558 -0.296 -0.168 -0.306 0.10
H 9.50716 1.18741 -13.29808 -0.004 -0.721 -0.248 0.06
H 7.99348 0.80765 -14.23423 0.007 0.178 0.280 0.11
C 13.85251 2.53912 -13.18147 -0.747 -0.608 0.048 0.02
C 12.83999 1.51941 -12.67747 1.046 -1.174 -0.764 -0.46
O 12.18686 1.80086 -11.68077 -2.344 0.353 1.877 -0.11
N 12.64499 0.33073 -13.34527 1.750 1.447 0.104 0.04
C 11.65706 -0.71164 -13.19271 -0.342 0.230 0.717 -0.06
H 14.61236 2.13311 -13.84924 -0.241 0.212 -0.092 0.11
H 14.27184 3.17025 -12.39793 0.021 -0.594 0.255 0.08
H 13.18685 3.24036 -13.68472 0.267 -0.100 -0.570 0.05
H 13.47767 0.02325 -13.82713 -0.148 0.350 -0.518 0.15
H 11.01050 -0.44975 -12.35517 -0.126 -0.123 -0.111 0.08
H 12.13441 -1.66605 -12.97056 0.011 0.066 -0.013 0.10
H 11.08058 -0.80909 -14.11264 -0.062 -0.012 0.088 0.09
C 13.72668 11.41563 -9.01559 0.349 -0.006 0.882 0.00
C 13.61573 10.86457 -10.40856 -2.267 3.324 -0.610 -0.60
O 12.90393 11.37134 -11.25836 -1.161 0.221 0.086 0.06
N 14.40496 9.90427 -10.76309 2.610 -3.378 1.387 0.01
C 14.37236 9.19830 -11.99712 1.017 -0.020 -1.595 -0.09
H 14.36869 12.29649 -9.01617 0.316 -0.147 -0.128 0.09
H 14.12603 10.66597 -8.33248 0.290 0.069 0.087 0.07
H 12.82359 11.79573 -8.53805 -0.394 -0.286 -0.675 0.09
H 15.19922 9.75993 -10.15612 -0.093 -0.417 -0.099 0.14
H 14.99727 9.73065 -12.71419 -0.465 0.455 -0.542 0.09
H 13.38820 9.01854 -12.42978 -0.061 0.408 0.383 0.09
H 14.91611 8.25362 -11.99507 -0.309 -0.239 0.932 0.05
C 15.25814 5.17609 -14.63443 -0.406 0.315 0.238 0.00
C 16.38613 5.66979 -13.71150 -2.747 2.040 -2.204 -0.57
O 17.13318 4.94801 -13.16087 2.147 -2.187 1.779 0.09
N 16.44106 7.02551 -13.63940 -0.040 1.557 0.194 0.01
C 17.39798 7.81456 -12.89111 0.925 0.383 0.505 -0.08
H 14.36488 4.88300 -14.08282 0.480 -0.666 0.462 0.03
H 15.63371 4.36971 -15.26435 -0.276 0.034 0.135 0.09
H 14.75582 5.93419 -15.23531 0.799 0.355 -0.457 0.08
H 15.67984 7.57345 -14.01412 0.172 -0.450 -0.313 0.12
H 17.68249 7.34144 -11.95127 -0.145 -0.091 -0.005 0.09
H 17.07736 8.83674 -12.68998 -0.900 -0.272 0.201 0.07
H 18.32959 8.09211 -13.38422 0.181 -0.900 -0.612 0.09
C 9.49048 8.02425 -16.16942 1.832 -0.576 -1.165 -0.02
C 8.77063 8.62067 -15.05897 -0.618 1.021 0.879 -0.55
O 7.90977 9.45775 -15.31704 0.568 -1.132 1.510 0.07
N 9.16280 8.16368 -13.79138 -1.393 1.202 0.256 0.00
C 8.45834 8.57657 -12.56234 0.508 -0.738 -0.166 -0.07
H 10.04298 8.82276 -16.66460 -0.344 0.155 -0.334 0.10
H 8.81356 7.55109 -16.88075 0.080 0.073 0.067 0.10
H 10.29636 7.35506 -15.86800 -0.214 -0.479 0.102 0.06
H 10.05983 7.74643 -13.58806 -0.092 0.059 -0.839 0.09
H 7.37904 8.53905 -12.71000 0.138 0.221 -0.039 0.09
H 8.77725 9.50892 -12.09639 -0.084 0.312 -0.532 0.09
H 8.74393 7.80741 -11.84474 -0.308 -0.088 0.275 0.05
C 12.03243 7.48893 -7.97356 1.399 -0.676 1.622 0.05
C 11.82253 5.97404 -7.71593 -0.211 4.244 -3.484 -0.59
O 11.78071 5.26528 -8.69510 -0.269 -3.669 -3.580 -0.09
N 11.70877 5.50337 -6.57335 -0.522 -0.101 6.328 0.08
C 11.40535 6.45543 -5.49677 -0.420 -0.261 1.748 -0.03
H 12.83671 7.50843 -8.70899 -0.617 0.358 -0.574 0.08
H 12.50852 7.90353 -7.08500 0.146 -0.001 0.132 0.07
H 11.20218 8.18447 -8.09610 -0.282 -0.693 -0.718 0.11
H 11.64762 4.51518 -6.37381 -0.033 0.112 -0.246 0.17
H 10.97859 5.96016 -4.62460 -0.353 -0.487 -0.379 0.10
H 10.66644 7.18670 -5.82440 0.241 -0.065 0.011 0.10
H 12.25105 6.93364 -5.00261 0.399 0.146 -0.775 0.10
C 11.11363 3.48569 -15.33848 -0.024 0.291 -1.578 0.02
C 12.11455 3.35201 -16.50968 1.509 0.177 0.811 -0.53
O 13.30278 3.21828 -16.24804 0.384 -0.220 1.012 0.01
N 11.81191 3.40437 -17.80137 -2.580 0.244 -2.059 0.03
C 10.50842 3.84219 -18.35062 0.037 1.369 1.396 -0.05
H 11.47793 4.27712 -14.68350 0.154 -0.249 0.140 0.07
H 11.06412 2.51864 -14.83802 -0.094 0.143 0.102 0.07
H 10.14087 3.81737 -15.70156 -0.186 -0.272 0.157 0.06
H 12.57316 3.49017 -18.45957 0.273 -0.259 0.481 0.15
H 10.40789 3.90428 -19.43420 0.319 -0.929 0.153 0.09
H 10.38566 4.88539 -18.05948 -0.022 0.406 -0.035 0.07
H 9.67082 3.38526 -17.82361 0.080 -0.654 -0.603 0.07
C 15.74465 1.66116 -9.94079 -1.002 1.041 -1.147 0.04
C 14.94128 2.93664 -9.63333 1.467 -1.271 -0.021 -0.43
O 13.72117 3.08227 -9.94458 0.938 0.367 1.528 -0.13
N 15.70071 3.76665 -8.89829 -2.208 0.523 -1.535 0.05
C 15.14621 5.03024 -8.47854 0.792 0.423 1.455 -0.04
H 16.81110 1.88109 -9.89154 -0.065 -0.501 1.070 0.09
H 15.70428 1.36367 -10.98862 -0.813 -0.022 -0.062 0.08
H 15.23605 0.92489 -9.31841 0.905 -0.463 0.066 0.10
H 16.67746 3.58818 -8.71335 -0.255 -0.234 -0.297 0.16
H 14.51793 4.80835 -7.61591 -0.313 0.412 0.014 0.09
H 14.61941 5.64460 -9.20870 0.063 -0.561 -0.328 0.09
H 16.00431 5.58962 -8.10588 -0.239 0.318 0.040 0.10
```
Forces are in eV/Å.